13
Properties=species:S:1:pos:R:3:mulliken_charge:R:1 method="wB97M-V/def2-TZVPD" homo_energy_ev=-8.876 e_above_lowest_kcal_mol=38.14 spin_multiplicity=1 charge=0 smiles="C1=C[C@H]2N[C@H]2C1" lumo_ev=1.16 gap_ha=0.3689
C 1.15 -0.02 -0.70 -0.37
C 0.55 1.16 -0.51 -0.53
C -0.64 1.02 0.38 -0.11
N -1.72 0.09 0.01 -0.63
C -0.62 -0.40 0.83 -0.12
C 0.50 -1.13 0.09 -0.74
H 1.99 -0.19 -1.37 0.37
H 0.89 2.12 -0.88 0.41
H -0.98 1.83 1.01 0.42
H -1.58 -0.23 -0.95 0.31
H -0.81 -0.56 1.88 0.40
H 1.20 -1.64 0.77 0.33
H 0.10 -1.92 -0.57 0.27